No. 1
{
  "formula": "C2H6I2N2",
  "method": "ωB97M-V with the def2-TZVPD basis set",
  "elements": ["C", "C", "N", "N", "I", "I", "H", "H", "H", "H", "H", "H"],
  "xyz": [[0.45995, -0.65055, -1.07396], [0.75862, 0.42668, 1.11908], [-0.08911, -0.27911, 0.23640], [-1.34359, 0.00685, 0.39731], [-1.92764, 2.14095, -0.44914], [-2.69541, -1.53068, -0.25851], [-0.10579, -1.46225, -1.46442], [0.59055, 0.29053, -1.64064], [1.45643, -0.80791, -0.87627], [0.19320, 1.17933, 1.54120], [1.14047, -0.20973, 1.86482], [1.56232, 0.89590, 0.60414]],
  "nbo_charge": [-0.442, -0.422, -0.210, -0.379, -0.151, 0.304, 0.226, 0.215, 0.208, 0.235, 0.213, 0.202],
  "orbital_gap_ev": [6.76, 6.75],
  "relative_energy_ev": 0.022,
  "smiles": "CN(C)N(I)I",
  "energy_ev": -21349.750,
  "total_charge": 0,
  "lumo_ev": [-1.5, -1.5]
}

No. 2
{
  "formula": "C2H6I2N2OP",
  "method": "ωB97M-V with the def2-TZVPD basis set",
  "elements": ["C", "C", "N", "N", "O", "P", "I", "I", "H", "H", "H", "H", "H", "H"],
  "xyz": [[0.85702, 1.22588, -1.02447], [-1.01941, -0.61566, 0.98813], [-0.20922, 0.60879, -1.17067], [-0.19956, -0.02647, 1.76144], [1.64933, 0.76971, -0.07644], [-0.86439, -2.29765, 0.43834], [1.51798, 2.77848, -2.33080], [-1.49997, 0.71808, -2.62339], [-2.13330, -0.31135, 0.73883], [-0.49168, 0.95898, 2.12144], [2.47780, 1.35810, 0.20561], [0.74339, -0.24414, 1.74357], [-1.31615, -2.18428, -0.84745], [0.48818, -2.73846, 0.07588]],
  "nbo_charge": [0.436, -0.034, -0.771, -0.651, -0.713, 0.383, 0.140, 0.429, 0.288, 0.438, 0.535, 0.432, 0.035, 0.053],
  "orbital_gap_ev": 8.28,
  "relative_energy_ev": 1.849,
  "energy_ev": -32679.472,
  "total_charge": 1,
  "lumo_ev": -4.4
}